# 1
The following is a DFT calculation (ωB97M-V/def2-TZVPD) of a cluster of 3 separate species, C4H15N2O in total.

Structure (XYZ):
```
22
Properties=species:S:1:pos:R:3:lowdin_spin:R:1
C 0.893 -0.872 1.714 0.056
C 1.694 -1.128 0.447 0.004
C 1.043 -0.625 -0.842 0.000
C 0.587 0.836 -0.763 -0.001
N 1.658 1.689 -0.238 0.000
N -3.151 0.964 -0.932 0.043
H 0.950 0.174 2.020 0.001
H 1.201 -1.522 2.535 0.002
H 2.681 -0.683 0.538 0.003
H 1.865 -2.207 0.352 0.000
H 0.132 -1.207 -1.007 0.000
H 1.729 -0.759 -1.682 0.000
H 0.225 1.153 -1.745 0.000
H -0.272 0.913 -0.101 -0.001
H 2.381 1.819 -0.939 0.000
H 1.316 2.617 -0.039 0.000
H -0.197 -1.026 1.576 0.015
H -3.860 1.514 -0.465 0.001
H -3.613 0.569 -1.737 0.000
H -2.859 0.222 -0.315 0.008
H -2.397 -1.546 1.064 0.008
O -1.818 -0.929 0.575 0.861
```

The molar mass is 107.177 g mol⁻¹. The value obtained for the total energy is -9416.296 eV. Its spin multiplicity is 2. The charge is 0.



# 2
The following is a DFT calculation (ωB97M-V/def2-TZVPD) of a structure of composition C32H30N3O2PSe4TeTi.

Structure (XYZ):
```
74
Properties=species:S:1:pos:R:3:lowdin_spin:R:1
Ti 1.086 1.119 -0.803 0.839
O -1.414 3.113 5.236 0.003
C -0.263 2.722 5.040 0.003
O 0.652 2.424 5.810 0.004
C 0.118 2.558 3.517 0.040
C -0.839 2.686 2.517 -0.011
C -0.488 2.439 1.197 0.036
N 0.777 2.097 0.850 -0.004
C 1.741 2.095 1.803 0.035
C 1.422 2.281 3.146 -0.008
C 3.082 1.957 1.281 0.011
C 4.233 2.243 2.031 0.006
C 5.465 2.198 1.425 0.008
C 5.533 1.849 0.072 0.008
C 4.362 1.591 -0.602 0.005
N 3.152 1.637 -0.037 0.009
C -1.364 2.569 0.047 0.008
C -2.666 3.075 0.109 0.005
C -3.371 3.265 -1.058 0.007
C -2.757 2.945 -2.265 0.006
C -1.484 2.413 -2.252 0.007
N -0.788 2.217 -1.132 0.006
H -1.839 2.973 2.804 -0.001
H 2.165 2.201 3.926 -0.001
H 4.138 2.520 3.070 0.000
H 6.366 2.427 1.974 0.000
H 6.479 1.795 -0.445 0.000
H 4.394 1.328 -1.662 0.000
H -3.095 3.312 1.068 0.000
H -4.377 3.660 -1.038 0.000
H -3.273 3.092 -3.200 0.000
H -1.005 2.124 -3.186 0.000
C 2.118 -1.528 3.403 0.000
Se 2.222 -1.197 1.496 0.001
C 4.157 -1.492 1.200 0.000
C 4.394 -1.640 -0.290 -0.001
Se 2.885 -0.916 -1.434 -0.001
C 1.968 -2.598 -1.712 0.001
H 2.642 -0.743 3.947 0.000
H 2.532 -2.510 3.634 0.000
H 1.058 -1.505 3.649 0.000
H 4.443 -2.394 1.751 0.000
H 4.689 -0.640 1.633 0.000
H 4.506 -2.686 -0.580 0.000
H 5.290 -1.101 -0.613 0.000
H 2.712 -3.359 -1.953 0.000
H 1.274 -2.477 -2.547 0.000
H 1.418 -2.857 -0.802 0.000
Se -0.630 -0.624 0.107 -0.002
P -1.443 -1.459 -1.797 0.002
Se 0.939 0.319 -3.147 -0.016
C -2.018 -3.119 -1.219 0.000
C -2.901 -3.346 -0.172 0.000
C -3.249 -4.636 0.184 0.000
C -2.696 -5.719 -0.479 0.000
C -1.804 -5.503 -1.515 0.000
C -1.477 -4.211 -1.887 0.000
C -3.052 -0.564 -1.915 0.000
C -3.869 -0.251 -0.835 0.000
C -5.065 0.412 -1.034 0.000
C -5.438 0.820 -2.304 0.000
C -4.606 0.556 -3.380 0.000
C -3.434 -0.152 -3.189 0.001
H -3.314 -2.519 0.379 0.000
H -3.952 -4.797 0.988 0.000
H -2.960 -6.725 -0.188 0.000
H -1.365 -6.344 -2.032 0.000
H -0.790 -4.040 -2.706 0.000
H -3.568 -0.515 0.169 0.000
H -5.705 0.614 -0.188 0.000
H -6.365 1.353 -2.452 0.000
H -4.866 0.901 -4.371 0.000
H -2.791 -0.373 -4.029 0.000
Te 1.971 2.639 -3.013 -0.006
```

The molar mass is 1010.892 g mol⁻¹. The value obtained for the total energy is -343324.107 eV. Its spin multiplicity is 2. The charge is -1.



# 3
The following is a DFT calculation (ωB97M-V/def2-TZVPD) of a structure of composition C40H40CaF10GeN3O3.

Structure (XYZ):
```
98
Properties=species:S:1:pos:R:3:lowdin_spin:R:1
Ca 0.290 -0.390 1.757 0.009
C 1.099 -1.630 4.974 0.000
N 0.169 -0.693 4.325 0.000
C 0.374 0.662 4.926 0.000
C 0.043 1.876 4.074 0.000
N 0.632 1.750 2.795 0.000
C 1.497 2.661 2.279 0.000
C 2.036 2.402 1.001 0.000
F 1.578 1.282 0.346 0.004
C 2.809 3.236 0.249 0.000
F 3.294 2.853 -0.939 0.000
C 3.173 4.434 0.837 0.000
F 4.047 5.250 0.254 0.000
C 2.792 4.715 2.106 0.000
F 3.218 5.820 2.726 0.000
C 1.906 3.894 2.797 0.000
F 1.468 4.352 3.981 0.000
C -1.215 -1.207 4.540 0.000
C -2.248 -0.283 3.884 0.000
N -1.921 -0.174 2.484 0.000
C -2.668 0.641 1.676 0.000
C -2.218 0.819 0.342 0.002
F -1.161 0.091 -0.077 0.032
C -2.783 1.690 -0.565 0.000
F -2.227 1.817 -1.791 0.002
C -3.869 2.445 -0.255 0.000
F -4.474 3.183 -1.173 0.000
C -4.374 2.294 1.052 0.000
F -5.494 2.952 1.401 0.000
C -3.849 1.374 1.916 0.000
F -4.504 1.297 3.074 0.000
H 0.846 -1.722 6.044 0.000
H 2.116 -1.235 4.909 0.000
H 1.027 -2.654 4.580 0.000
H 1.431 0.678 5.196 0.000
H -0.213 0.698 5.874 0.000
H 0.426 2.717 4.683 0.000
H -1.010 2.006 3.933 0.000
H -1.376 -1.357 5.601 0.000
H -1.312 -2.214 4.124 0.000
H -2.221 0.675 4.424 0.000
H -3.238 -0.736 4.113 0.000
C 3.319 -1.374 0.611 0.000
O 1.980 -1.785 0.888 0.006
C 1.856 -3.234 0.862 0.000
C 0.410 -3.586 0.440 0.003
O -0.496 -2.846 1.294 0.002
C -1.832 -3.320 1.166 0.001
H 3.937 -1.453 1.488 0.000
H 3.334 -0.345 0.271 0.000
H 3.701 -2.044 -0.119 0.000
H 2.008 -3.645 1.862 0.000
H 2.569 -3.642 0.124 0.000
H 0.176 -4.632 0.614 0.000
H 0.240 -3.462 -0.620 0.003
H -1.935 -4.455 1.093 0.000
H -2.253 -2.900 0.232 0.000
H -2.432 -3.058 2.083 0.000
C -1.513 4.454 1.369 0.000
O -1.078 4.153 0.046 0.000
H -1.159 3.723 2.153 0.000
H -2.600 4.442 1.335 0.000
H -1.202 5.442 1.704 0.000
H -0.389 3.447 0.127 0.000
C -4.139 -0.807 -4.805 0.016
C -3.034 -0.178 -5.418 0.000
C -1.797 -0.276 -4.869 0.026
C -1.601 -1.043 -3.694 0.078
C -2.713 -1.651 -3.101 0.023
C -3.997 -1.544 -3.663 -0.001
Ge 0.203 -0.949 -3.039 0.443
C 1.083 -2.656 -3.077 0.084
C 2.321 -2.888 -2.513 0.039
C 2.866 -4.170 -2.415 -0.003
C 2.155 -5.252 -2.927 0.038
C 0.875 -5.043 -3.472 -0.004
C 0.351 -3.759 -3.500 0.035
C 1.268 0.627 -3.572 0.078
C 2.451 0.410 -4.281 0.026
C 3.278 1.454 -4.656 0.000
C 2.884 2.744 -4.346 0.019
C 1.706 3.003 -3.647 -0.003
C 0.968 1.915 -3.170 0.023
H -5.143 -0.694 -5.266 0.001
H -3.167 0.470 -6.250 0.000
H -0.889 0.136 -5.297 0.003
H -2.604 -2.204 -2.131 0.002
H -4.877 -1.958 -3.137 0.000
H 2.914 -2.026 -2.159 0.002
H 3.845 -4.300 -2.090 -0.001
H 2.586 -6.273 -2.931 0.003
H 0.329 -5.892 -3.781 -0.001
H -0.624 -3.562 -3.920 0.001
H 2.775 -0.581 -4.613 0.002
H 4.162 1.166 -5.182 0.000
H 3.499 3.566 -4.679 0.001
H 1.399 4.011 -3.415 -0.001
H 0.127 2.061 -2.482 0.003
```

The molar mass is 913.446 g mol⁻¹. The value obtained for the total energy is -154867.708 eV. Its spin multiplicity is 2. The charge is 0.



# 4
The following is a DFT calculation (ωB97M-V/def2-TZVPD) of a structure of composition C32H34PPt.

Structure (XYZ):
```
68
Properties=species:S:1:pos:R:3:lowdin_spin:R:1
C 0.062 0.141 -5.070 0.555
C 0.668 1.461 -4.904 0.100
C 0.879 -1.024 -5.447 0.093
C -1.401 0.063 -5.149 0.093
H 0.903 -1.156 -6.553 0.038
H 0.468 -1.966 -5.036 0.011
H 1.925 -0.925 -5.118 0.003
H 0.474 2.121 -5.766 0.032
H 1.764 1.416 -4.803 0.001
H 0.227 1.954 -4.027 0.022
H -1.814 0.422 -6.109 0.032
H -1.844 0.692 -4.371 0.015
H -1.768 -0.976 -5.051 0.003
C 2.214 -0.433 -0.582 0.156
C 2.552 -1.025 -1.852 0.288
C 2.650 0.013 -2.808 0.093
H 2.814 -2.065 -2.014 0.011
C 2.212 1.226 -2.252 0.310
C 1.981 1.023 -0.833 0.051
H 2.026 1.777 -0.050 0.002
H 2.448 -0.810 0.404 0.004
H 3.098 -0.101 -3.795 -0.001
H 2.124 2.175 -2.781 0.013
C -1.663 -1.144 -1.058 0.047
C -0.513 -2.011 -0.593 0.148
C 0.029 -2.634 -1.783 0.270
H -0.348 -2.314 0.440 0.004
C -0.801 -2.314 -2.881 0.095
C -1.780 -1.368 -2.483 0.320
H -2.564 -0.948 -3.110 0.014
H -2.461 -0.771 -0.414 0.002
H 0.895 -3.302 -1.815 0.010
H -0.755 -2.822 -3.859 0.000
Pt 0.096 0.030 -0.805 0.871
C -1.123 3.917 4.298 -0.001
C -0.987 4.173 2.927 0.000
C -0.742 3.125 2.033 0.003
C -0.638 1.818 2.526 0.043
C -0.750 1.556 3.910 0.010
C -0.998 2.606 4.791 0.003
P -0.267 0.356 1.501 0.166
C 1.305 -0.035 2.359 0.007
C 1.624 -1.330 2.783 0.007
C 2.792 -1.567 3.512 -0.001
C 3.721 -0.539 3.701 0.008
C 3.465 0.746 3.184 -0.001
C 2.262 0.998 2.515 0.007
C -1.744 -0.573 2.076 0.013
C -1.724 -1.843 2.660 0.009
C -2.917 -2.484 3.018 -0.001
C -4.149 -1.859 2.783 0.009
C -4.181 -0.572 2.221 -0.001
C -2.992 0.056 1.857 0.008
H -1.310 4.730 4.998 0.000
H -1.057 5.189 2.556 0.000
H -0.612 3.300 0.966 0.002
H -0.624 0.541 4.294 0.001
H -1.077 2.395 5.861 0.001
H 0.965 -2.167 2.549 0.001
H 2.971 -2.565 3.943 0.000
H 4.647 -0.725 4.253 0.000
H 4.191 1.556 3.316 0.000
H 2.064 2.006 2.137 0.000
H -0.784 -2.356 2.856 0.000
H -2.879 -3.475 3.480 0.000
H -5.083 -2.369 3.038 0.001
H -5.138 -0.059 2.055 0.000
H -3.026 1.042 1.373 0.001
```

The molar mass is 644.676 g mol⁻¹. The value obtained for the total energy is -46258.987 eV. Its spin multiplicity is 5. The charge is +1.